Molecular formula: C44H34As2MgN5O6S2
Method: DFT, ωB97M-V with the def2-TZVPD basis set

Atoms and positions in Å:
Mg1 0.16 0.71 -0.90
C1 -2.70 3.43 1.95
C2 -1.63 4.10 2.52
C3 -0.41 3.45 2.63
C4 -0.32 2.15 2.14
N1 -1.34 1.50 1.61
C5 -2.51 2.13 1.51
C6 0.99 1.42 2.12
C7 1.64 1.06 3.29
C8 2.82 0.35 3.18
C9 3.36 0.10 1.93
C10 2.67 0.53 0.81
N2 1.47 1.13 0.91
C11 3.23 0.42 -0.58
C12 4.33 -0.36 -0.90
C13 4.76 -0.39 -2.21
C14 4.08 0.35 -3.17
C15 2.99 1.09 -2.76
N3 2.57 1.13 -1.50
H1 -3.66 3.91 1.84
H2 -1.73 5.12 2.87
H3 0.47 3.94 3.03
H4 -3.32 1.56 1.06
H5 1.22 1.31 4.25
H6 3.34 0.01 4.07
H7 4.30 -0.42 1.83
H8 4.83 -0.96 -0.15
H9 5.60 -1.01 -2.49
H10 4.39 0.34 -4.21
H11 2.41 1.68 -3.47
O1 -1.18 -0.34 -4.03
As1 -2.05 -0.84 -2.54
O2 -3.64 -0.93 -2.96
O3 -1.65 0.24 -1.31
C16 -1.44 -2.68 -2.31
C17 -2.23 -3.63 -2.94
C18 -1.90 -4.98 -2.87
C19 -0.79 -5.39 -2.15
C20 0.02 -4.46 -1.52
C21 -0.30 -3.12 -1.60
S1 0.84 -1.92 -0.95
O4 0.86 -0.89 -2.02
O5 2.09 -2.60 -0.74
O6 0.28 -1.31 0.27
H12 -0.64 0.43 -3.80
H13 -3.10 -3.28 -3.48
H14 -2.52 -5.71 -3.37
H15 -0.55 -6.45 -2.08
H16 0.90 -4.76 -0.97
C22 -7.07 -0.61 2.13
C23 -6.20 -0.71 3.22
C24 -4.85 -0.97 3.02
C25 -4.35 -1.13 1.73
C26 -5.22 -1.01 0.64
C27 -6.57 -0.76 0.84
As2 -2.45 -1.34 1.26
C28 -1.64 -1.76 2.99
C29 -1.32 -0.87 4.00
C30 -0.57 -1.30 5.10
C31 -0.10 -2.61 5.14
C32 -0.43 -3.51 4.14
C33 -1.23 -3.09 3.07
C34 -1.77 -3.97 2.01
C35 -1.65 -5.36 1.96
C36 -2.33 -6.08 0.99
C37 -3.13 -5.41 0.06
C38 -3.22 -4.02 0.08
C39 -2.55 -3.30 1.06
H17 -8.12 -0.40 2.29
H18 -6.59 -0.58 4.23
H19 -4.18 -1.05 3.87
H20 -4.83 -1.07 -0.38
H21 -7.24 -0.67 -0.01
H22 -1.65 0.16 3.95
H23 -0.34 -0.61 5.90
H24 0.52 -2.93 5.97
H25 -0.08 -4.53 4.19
H26 -1.05 -5.88 2.70
H27 -2.26 -7.16 0.96
H28 -3.68 -5.98 -0.69
H29 -3.82 -3.51 -0.66
C40 -2.47 2.33 -5.28
C41 -1.79 3.34 -4.40
C42 -1.91 4.71 -4.65
C43 -1.27 5.55 -3.78
N4 -0.61 5.14 -2.70
C44 -0.58 3.80 -2.48
S2 0.16 3.24 -1.01
N5 -1.10 2.89 -3.35
H30 -2.45 2.65 -6.33
H31 -3.52 2.25 -4.97
H32 -2.03 1.35 -5.17
H33 -2.47 5.07 -5.50
H34 -1.29 6.63 -3.94

Computed properties:
Energy above the lowest of the compared OMol25 structures with the same formula, charge and spin = 145.3 kJ/mol
Total charge = -1
Spin multiplicity = 1
Kohn-Sham gap = 6.619 eV



Molecular formula: C44H34ClN10O12Ta
Method: DFT, ωB97M-V with the def2-TZVPD basis set

Atoms and positions in Å:
Ta1 14.57 13.20 12.95
O1 18.36 17.67 10.94
C1 17.58 16.98 11.61
C2 18.04 15.80 12.51
O2 19.02 15.80 13.22
C3 16.85 14.94 12.48
C4 15.75 15.57 11.90
O3 14.57 14.97 12.06
C5 16.00 16.98 11.63
O4 15.19 17.83 11.47
O5 16.63 13.82 13.14
O6 8.52 14.26 11.80
C6 8.22 13.06 12.32
O7 7.10 12.81 12.75
C7 9.15 11.97 12.13
C8 9.02 10.60 12.33
Cl1 7.56 9.85 12.51
N1 10.22 9.97 12.19
N2 11.24 10.91 12.04
C9 10.63 12.10 12.02
C10 11.49 13.37 12.20
O8 11.08 14.53 12.21
O9 12.77 13.06 12.21
C11 10.56 8.57 12.23
C12 9.67 7.55 12.76
C13 9.97 6.24 12.50
C14 11.21 5.88 11.89
C15 12.13 6.85 11.54
C16 11.80 8.17 11.67
H1 9.49 14.51 11.92
H2 8.91 7.83 13.47
H3 9.22 5.52 12.79
H4 11.36 4.86 11.68
H5 13.05 6.62 10.97
H6 12.53 8.97 11.48
O10 10.37 8.49 15.80
C17 10.26 9.76 16.43
C18 11.38 10.70 15.88
C19 11.19 12.08 15.67
C20 12.27 12.90 15.25
N3 13.43 12.39 14.77
C21 13.62 11.02 14.95
C22 12.65 10.21 15.54
C23 14.92 10.51 14.49
C24 15.42 9.24 14.88
C25 16.62 8.77 14.47
C26 17.17 7.45 14.96
O11 16.23 6.99 15.95
C27 17.33 9.56 13.52
C28 16.76 10.73 13.05
N4 15.71 11.31 13.67
H7 9.74 7.91 16.24
H8 10.52 9.70 17.52
H9 9.29 10.22 16.23
H10 10.22 12.52 15.75
H11 12.16 13.98 15.19
H12 12.87 9.18 15.43
H13 14.70 8.69 15.48
H14 18.22 7.60 15.35
H15 17.23 6.68 14.14
H16 16.28 6.01 16.03
H17 18.29 9.20 13.13
H18 17.22 11.26 12.21
C29 15.32 13.80 16.67
C30 14.91 15.00 15.90
N5 14.41 15.03 14.62
C31 14.31 16.35 14.24
C32 14.67 17.15 15.26
N6 15.04 16.32 16.35
C33 15.40 16.83 17.70
N7 16.75 17.16 18.02
N8 16.89 17.80 19.28
N9 18.12 17.85 19.64
C34 18.90 17.27 18.62
C35 20.31 17.27 18.51
C36 20.82 16.79 17.27
C37 19.99 16.22 16.31
C38 18.58 16.22 16.46
C39 18.07 16.77 17.61
H19 15.24 12.85 16.14
H20 14.81 13.71 17.64
H21 16.38 14.00 16.89
H22 13.92 16.60 13.27
H23 14.60 18.21 15.35
H24 15.04 16.10 18.45
H25 14.91 17.78 17.87
H26 20.94 17.58 19.35
H27 21.90 16.84 17.14
H28 20.42 15.74 15.42
H29 18.00 15.86 15.62
O12 15.14 12.27 11.36
N10 14.86 12.85 10.14
C40 13.63 12.68 9.58
C41 13.37 13.11 8.30
C42 14.42 13.68 7.54
C43 15.71 13.67 8.12
C44 15.86 13.48 9.48
H30 12.89 12.16 10.16
H31 12.34 13.05 7.92
H32 14.23 14.03 6.53
H33 16.54 13.82 7.48
H34 16.81 13.61 9.98

Computed properties:
⟨S²⟩ = 0.76
Energy above the lowest of the compared OMol25 structures with the same formula, charge and spin = 145.8 kJ/mol
Total charge = +1
Spin multiplicity = 2
Kohn-Sham gap (spin up / spin down) = 5.626 / 6.551 eV



Molecular formula: C44H34N4O2PRhS2Se
Method: DFT, ωB97M-V with the def2-TZVPD basis set

Atoms and positions in Å:
Rh1 -0.31 -0.81 -0.46
S1 6.69 -0.63 -1.59
C1 7.08 -0.55 -3.24
C2 5.97 -0.50 -4.03
C3 4.78 -0.52 -3.26
C4 5.01 -0.60 -1.91
C5 4.02 -0.67 -0.83
C6 2.64 -0.68 -1.14
N1 1.71 -0.78 -0.21
C7 2.07 -0.84 1.08
C8 3.39 -0.82 1.50
C9 3.64 -0.88 2.92
C10 2.61 -0.92 3.81
C11 1.24 -0.92 3.37
C12 0.12 -0.96 4.22
C13 -1.16 -0.97 3.70
C14 -1.30 -0.95 2.29
N2 -0.25 -0.90 1.49
C15 1.00 -0.89 2.01
C16 -2.37 -1.00 4.52
C17 -3.67 -1.00 4.10
C18 -4.60 -1.03 5.18
C19 -3.97 -1.05 6.39
S2 -2.28 -1.04 6.24
C20 4.37 -0.74 0.51
H1 8.11 -0.54 -3.55
H2 6.00 -0.44 -5.10
H3 3.79 -0.48 -3.71
H4 2.30 -0.61 -2.17
H5 4.66 -0.88 3.27
H6 2.81 -0.96 4.87
H7 0.27 -0.97 5.29
H8 -2.27 -0.99 1.83
H9 -3.98 -0.98 3.07
H10 -5.67 -1.03 5.06
H11 -4.43 -1.08 7.37
H12 5.42 -0.72 0.79
O1 -4.00 -0.75 0.41
C21 -3.16 -0.14 -0.23
O2 -2.24 -0.76 -0.94
C22 -3.18 1.37 -0.25
C23 -4.42 1.98 -0.15
C24 -4.53 3.36 -0.16
C25 -3.39 4.15 -0.25
C26 -2.14 3.55 -0.34
C27 -2.03 2.16 -0.35
P1 -0.35 1.49 -0.42
C28 0.50 2.18 1.02
C29 1.89 2.29 1.03
C30 2.55 2.66 2.20
C31 1.82 2.91 3.35
C32 0.44 2.79 3.35
C33 -0.23 2.42 2.18
C34 0.39 2.13 -1.93
C35 0.13 1.39 -3.09
C36 0.61 1.83 -4.31
C37 1.36 3.00 -4.38
C38 1.62 3.73 -3.23
C39 1.14 3.30 -2.00
H13 -5.30 1.36 -0.07
H14 -5.50 3.83 -0.09
H15 -3.46 5.23 -0.23
H16 -1.25 4.17 -0.40
H17 2.47 2.09 0.13
H18 3.62 2.76 2.20
H19 2.33 3.21 4.26
H20 -0.13 2.99 4.25
H21 -1.31 2.33 2.18
H22 -0.47 0.49 -3.04
H23 0.40 1.27 -5.22
H24 1.73 3.35 -5.33
H25 2.20 4.64 -3.29
H26 1.34 3.87 -1.11
C40 -0.02 -3.37 -3.88
N3 -1.33 -3.52 -3.25
C41 -2.51 -3.72 -3.92
C42 -3.48 -3.85 -2.98
N4 -2.86 -3.73 -1.76
C43 -3.54 -3.84 -0.46
C44 -1.55 -3.52 -1.93
Se1 -0.27 -3.32 -0.57
H27 -0.16 -3.38 -4.96
H28 0.63 -4.19 -3.59
H29 0.44 -2.44 -3.58
H30 -2.58 -3.76 -4.99
H31 -4.53 -4.02 -3.08
H32 -4.55 -4.21 -0.64
H33 -3.59 -2.87 0.01
H34 -3.00 -4.54 0.17

Computed properties:
Energy above the lowest of the compared OMol25 structures with the same formula, charge and spin = 0.0 kJ/mol
Total charge = +2
Spin multiplicity = 1
Kohn-Sham gap = 6.292 eV